1.
C17H21N3O5 | ωB97M-V with the def2-TZVPD basis set

LUMO energy = 0.75 eV
HOMO-LUMO gap = 9.3 eV
DFT total energy = -1200.8563 a.u.
E_HOMO = -0.314 hartree
energy relative to the best compared isomer or geometry (same formula, charge and spin) = 336.5 kJ/mol
multiplicity = 1
structure (SMILES) = O=C(NCc1ccco1)C(=O)NC[C@@H](c1ccco1)N1CCOCC1

Element x y z (Å)
O: 2.068 1.867 -1.714
C: 2.088 1.676 -0.511
N: 3.174 1.491 0.244
C: 4.519 1.390 -0.282
C: 5.134 0.074 0.059
C: 6.071 -0.273 0.989
C: 6.232 -1.676 0.885
C: 5.376 -2.075 -0.093
O: 4.709 -1.027 -0.597
C: 0.802 1.626 0.320
O: 0.819 1.423 1.521
N: -0.281 1.843 -0.433
C: -1.630 1.715 0.049
C: -2.324 0.493 -0.579
C: -1.566 -0.769 -0.284
C: -0.938 -1.231 0.836
C: -0.424 -2.508 0.503
C: -0.782 -2.731 -0.789
O: -1.474 -1.687 -1.275
N: -3.733 0.461 -0.191
C: -4.537 -0.392 -1.053
C: -6.011 -0.183 -0.707
O: -6.273 -0.488 0.641
C: -5.471 0.302 1.486
C: -3.982 0.100 1.195
H: 3.007 1.319 1.229
H: 4.430 1.505 -1.366
H: 5.141 2.194 0.125
H: 6.586 0.387 1.656
H: 6.890 -2.293 1.460
H: 5.160 -3.040 -0.508
H: -0.109 1.959 -1.425
H: -1.559 1.613 1.132
H: -2.208 2.610 -0.194
H: -2.316 0.626 -1.669
H: -0.829 -0.724 1.772
H: 0.133 -3.162 1.142
H: -0.613 -3.557 -1.451
H: -4.366 -0.113 -2.094
H: -4.284 -1.458 -0.925
H: -6.644 -0.845 -1.301
H: -6.281 0.864 -0.911
H: -5.708 -0.002 2.507
H: -5.721 1.365 1.351
H: -3.400 0.744 1.852
H: -3.717 -0.951 1.397

2.
C4H7NOS | ωB97M-V with the def2-TZVPD basis set

LUMO energy = 0.66 eV
HOMO-LUMO gap = 9.5 eV
DFT total energy = -684.7184 a.u.
E_HOMO = -0.323 hartree
energy relative to the best compared isomer or geometry (same formula, charge and spin) = 232.9 kJ/mol
multiplicity = 1
structure (SMILES) = C1=NSCOCC1

Element x y z (Å)
C: 0.452 -0.814 -1.412
N: 1.350 -1.098 -0.505
S: 1.135 -0.370 1.062
C: -0.539 0.034 1.278
O: -1.102 1.157 0.688
C: -1.593 0.756 -0.677
C: -0.434 0.513 -1.577
H: 0.576 -1.292 -2.389
H: -1.115 -0.840 1.049
H: -0.693 0.155 2.418
H: -2.308 -0.141 -0.526
H: -2.134 1.695 -0.983
H: -0.709 0.442 -2.588
H: 0.269 1.393 -1.617

3.
C20H26Br2LiN5O2 | ωB97M-V with the def2-TZVPD basis set

LUMO energy = 0.36 eV
HOMO-LUMO gap = 9.0 eV
DFT total energy = -6357.6776 a.u.
E_HOMO = -0.319 hartree
energy relative to the best compared isomer or geometry (same formula, charge and spin) = 21.3 kJ/mol
multiplicity = 1

Element x y z (Å)
Li: -0.047 -0.438 0.631
N: 1.475 -1.890 0.472
C: 0.901 -3.000 1.249
C: -0.524 -3.268 0.791
N: -1.338 -2.064 0.936
H: 1.551 -2.150 -0.507
H: 2.400 -1.660 0.812
H: 0.899 -2.698 2.297
H: 1.480 -3.926 1.158
H: -0.916 -4.129 1.345
H: -0.514 -3.534 -0.269
H: -1.511 -1.846 1.914
H: -2.216 -2.143 0.443
C: 3.289 3.775 0.149
C: 1.957 3.227 -0.274
C: 0.789 3.978 -0.204
C: -0.426 3.405 -0.527
C: -0.426 2.074 -0.901
Br: -2.094 1.212 -1.193
N: 0.664 1.345 -1.031
C: 1.828 1.922 -0.718
H: 3.267 4.863 0.203
H: 4.080 3.485 -0.543
H: 3.557 3.402 1.139
H: 0.827 5.010 0.126
H: -1.353 3.954 -0.456
H: 2.705 1.288 -0.806
C: 1.711 -0.530 -5.016
C: 0.728 -1.321 -4.221
C: -0.135 -2.331 -4.582
C: -0.857 -2.643 -3.408
N: -0.454 -1.889 -2.399
N: 0.514 -1.105 -2.906
C: -1.925 -3.670 -3.217
H: 1.846 -0.983 -5.996
H: 2.685 -0.495 -4.526
H: 1.371 0.496 -5.164
H: -0.233 -2.765 -5.563
H: 0.820 -0.330 -2.328
H: -2.389 -3.931 -4.167
H: -2.699 -3.297 -2.547
H: -1.520 -4.587 -2.784
Br: 1.500 5.676 4.096
C: 1.128 3.879 4.594
C: 1.251 3.503 5.922
C: 0.981 2.186 6.270
C: 0.601 1.266 5.303
C: 0.483 1.660 3.977
C: 0.745 2.977 3.620
C: 0.093 0.667 2.900
O: -0.102 -0.520 3.222
O: 0.026 1.127 1.724
H: 1.550 4.225 6.668
H: 1.072 1.883 7.305
H: 0.392 0.235 5.555
H: 0.645 3.266 2.583

4.
C9H15N | ωB97M-V with the def2-TZVPD basis set

LUMO energy = 0.92 eV
HOMO-LUMO gap = 9.1 eV
DFT total energy = -406.5277 a.u.
E_HOMO = -0.302 hartree
energy relative to the best compared isomer or geometry (same formula, charge and spin) = 413.4 kJ/mol
multiplicity = 1
structure (SMILES) = C=C/C=C\C.C#CCNC

Element x y z (Å)
C: -2.684 -1.192 -1.792
C: -2.529 -0.639 -0.587
C: -2.933 0.604 -0.027
C: -2.407 0.976 1.171
C: -1.265 0.248 1.735
H: -3.222 -0.706 -2.588
H: -2.207 -2.192 -1.932
H: -2.017 -1.299 0.117
H: -3.599 1.286 -0.583
H: -2.812 1.841 1.699
H: -0.389 0.248 1.030
H: -0.954 0.740 2.668
H: -1.489 -0.825 1.885
C: 2.384 -2.279 1.011
C: 2.424 -1.478 0.096
C: 2.405 -0.262 -0.762
N: 1.931 0.925 -0.062
C: 2.292 2.216 -0.719
H: 2.396 -2.749 1.999
H: 1.748 -0.475 -1.639
H: 3.428 -0.114 -1.166
H: 2.365 0.949 0.861
H: 1.903 3.057 -0.107
H: 1.829 2.248 -1.717
H: 3.383 2.339 -0.851

5.
HN2O2 | ωB97M-V with the def2-TZVPD basis set

LUMO energy = 5.39 eV
HOMO-LUMO gap = 9.1 eV
DFT total energy = -260.4825 a.u.
E_HOMO = -0.136 hartree
energy relative to the best compared isomer or geometry (same formula, charge and spin) = 115.4 kJ/mol
multiplicity = 1
net charge = -1
structure (SMILES) = N=[N+]([O-])[O-]

Element x y z (Å)
N: -0.737 -0.686 0.004
N: 0.379 -0.134 0.006
O: 1.457 -0.696 -0.012
O: 0.376 1.501 -0.005
H: -1.475 0.016 0.008

6.
C40H58BBr4N8O2P2TeZr | ωB97M-V with the def2-TZVPD basis set

LUMO energy = -3.31 eV
HOMO-LUMO gap = 6.6 eV
DFT total energy = -13466.2366 a.u.
E_HOMO = -0.365 hartree
multiplicity = 1
net charge = +1

Element x y z (Å)
Zr: -0.372 1.006 1.014
C: -0.025 -3.504 -2.256
C: 0.582 -2.870 -3.516
C: -0.320 -3.239 -4.699
C: 1.956 -3.499 -3.745
P: 0.513 -1.005 -3.251
C: 1.969 -0.592 -2.151
N: 1.869 -1.110 -0.789
B: 0.914 -0.834 0.294
N: 1.191 -1.915 1.239
C: 0.512 -2.335 2.443
P: -0.921 -1.246 2.781
C: -0.958 -1.217 4.646
C: -0.750 -2.600 5.276
C: 0.181 -0.305 5.117
C: -2.290 -0.623 5.117
C: -2.427 -2.127 2.109
C: -3.575 -1.109 2.050
C: -2.075 -2.588 0.694
C: -2.885 -3.362 2.888
C: 2.317 -2.629 0.840
C: 2.982 -3.667 1.480
C: 4.145 -4.151 0.899
C: 4.627 -3.596 -0.285
C: 3.947 -2.573 -0.931
C: 2.762 -2.103 -0.373
C: 1.022 -0.192 -4.867
C: 2.208 -0.809 -5.611
C: -0.199 -0.147 -5.796
C: 1.376 1.259 -4.525
H: -0.098 -4.587 -2.397
H: 0.586 -3.322 -1.372
H: -1.026 -3.118 -2.061
H: -0.462 -4.323 -4.698
H: -1.307 -2.779 -4.639
H: 0.125 -2.973 -5.658
H: 1.822 -4.562 -3.973
H: 2.498 -3.057 -4.580
H: 2.579 -3.443 -2.858
H: 2.888 -0.958 -2.609
H: 2.044 0.495 -2.110
H: 0.213 -3.387 2.374
H: 1.187 -2.263 3.301
H: 0.217 -3.036 5.029
H: -0.773 -2.470 6.361
H: -1.527 -3.313 5.019
H: 1.161 -0.709 4.848
H: 0.077 0.695 4.708
H: 0.143 -0.240 6.207
H: -3.120 -1.315 4.977
H: -2.223 -0.404 6.185
H: -2.523 0.311 4.607
H: -3.294 -0.181 1.544
H: -4.413 -1.536 1.492
H: -3.939 -0.837 3.040
H: -1.684 -1.788 0.067
H: -1.334 -3.389 0.695
H: -2.981 -2.976 0.219
H: -3.273 -3.126 3.877
H: -3.694 -3.838 2.327
H: -2.088 -4.101 2.989
H: 2.621 -4.077 2.415
H: 4.690 -4.954 1.378
H: 5.547 -3.970 -0.713
H: 4.346 -2.162 -1.848
H: 1.965 -1.779 -6.044
H: 2.498 -0.150 -6.436
H: 3.083 -0.930 -4.969
H: -0.535 -1.132 -6.114
H: -1.040 0.360 -5.318
H: 0.060 0.420 -6.695
H: 2.367 1.327 -4.077
H: 1.388 1.856 -5.440
H: 0.653 1.711 -3.839
N: 2.073 1.758 3.373
C: 1.506 2.737 2.666
N: 1.119 3.840 3.278
C: 0.513 4.720 2.483
N: -0.175 5.711 3.036
N: 0.610 4.717 1.123
C: 1.139 3.647 0.611
N: 1.400 2.485 1.313
C: 1.653 3.741 -0.789
C: 1.278 4.814 -1.588
C: 1.960 5.010 -2.777
C: 2.993 4.147 -3.100
C: 3.263 3.084 -2.248
N: 2.598 2.863 -1.121
H: 2.198 1.890 4.363
H: 2.599 1.046 2.894
H: -0.221 5.779 4.039
H: -0.555 6.439 2.457
H: 0.489 5.477 -1.265
H: 1.705 5.837 -3.426
H: 3.581 4.285 -3.997
H: 4.054 2.380 -2.479
Br: -5.376 5.730 2.544
C: -3.946 4.523 2.689
C: -3.388 4.229 3.934
Br: -4.009 5.095 5.481
C: -2.349 3.296 4.036
Br: -1.489 2.942 5.672
C: -1.885 2.660 2.896
O: -0.962 1.682 2.885
C: -2.365 3.046 1.641
O: -1.737 2.459 0.593
C: -3.420 3.930 1.536
Br: -4.027 4.378 -0.184
C: -3.122 -0.580 -2.892
Te: -2.777 0.680 -1.227
C: -1.882 2.206 -2.414
H: -3.963 -0.153 -3.433
H: -3.373 -1.585 -2.556
H: -2.225 -0.608 -3.501
H: -1.736 1.786 -3.406
H: -0.916 2.492 -2.007
H: -2.536 3.071 -2.437

7.
C41H48AuN6OPS2 | ωB97M-V with the def2-TZVPD basis set

LUMO energy (alpha / beta) = -7.15 / -7.15 eV
HOMO-LUMO gap (alpha / beta) = 4.8 / 4.8 eV
DFT total energy = -3267.7866 a.u.
E_HOMO (alpha / beta) = -0.438 / -0.438 hartree
energy relative to the best compared isomer or geometry (same formula, charge and spin) = 150.5 kJ/mol
multiplicity = 1
net charge = +2

Element x y z (Å)
Au: -0.117 0.008 0.030
C: 7.134 0.070 -0.273
C: 6.321 0.116 1.024
C: 6.570 -1.194 1.793
C: 6.793 1.314 1.865
C: 4.836 0.261 0.758
C: 4.299 0.420 -0.519
C: 2.929 0.483 -0.673
N: 2.090 0.394 0.356
C: 2.564 0.306 1.610
C: 3.931 0.241 1.822
C: 1.572 0.321 2.720
C: 1.927 0.288 4.058
C: 0.951 0.344 5.057
C: -0.369 0.480 4.636
C: -0.647 0.507 3.280
N: 0.296 0.409 2.353
C: 1.354 0.245 6.518
C: 2.292 1.413 6.862
C: 0.144 0.288 7.453
C: 2.088 -1.091 6.733
H: 8.181 -0.106 -0.031
H: 7.074 1.012 -0.821
H: 6.805 -0.746 -0.920
H: 7.641 -1.325 1.937
H: 6.199 -2.049 1.224
H: 6.097 -1.194 2.776
H: 7.861 1.217 2.060
H: 6.277 1.367 2.825
H: 6.625 2.252 1.333
H: 4.927 0.483 -1.395
H: 2.481 0.611 -1.651
H: 4.314 0.173 2.829
H: 2.967 0.219 4.342
H: -1.179 0.571 5.344
H: -1.663 0.598 2.918
H: 1.775 2.369 6.769
H: 3.168 1.432 6.214
H: 2.636 1.313 7.892
H: -0.408 1.224 7.354
H: 0.483 0.215 8.485
H: -0.532 -0.549 7.266
H: 3.014 -1.144 6.159
H: 1.459 -1.935 6.446
H: 2.335 -1.194 7.789
S: -4.611 0.267 -1.124
C: -2.918 0.258 -1.315
N: -2.250 -0.395 -0.409
C: -3.082 -0.949 0.558
C: -2.710 -1.683 1.685
C: -3.689 -2.115 2.555
C: -5.039 -1.850 2.304
C: -5.428 -1.146 1.185
C: -4.439 -0.688 0.320
H: -2.446 0.770 -2.141
H: -1.664 -1.882 1.873
H: -3.406 -2.668 3.441
H: -5.786 -2.192 3.008
H: -6.472 -0.945 0.984
C: 3.670 9.996 -0.717
C: 2.981 8.769 -0.239
O: 3.475 7.768 0.179
S: 1.126 8.922 -0.334
C: 0.637 7.239 -0.494
C: 1.342 6.362 -1.325
C: 1.022 5.024 -1.347
C: -0.029 4.533 -0.559
C: -0.804 5.433 0.177
C: -0.472 6.773 0.211
C: -0.237 3.130 -0.487
C: -0.350 1.924 -0.422
H: 4.593 10.146 -0.159
H: 3.033 10.875 -0.655
H: 3.934 9.839 -1.766
H: 2.133 6.733 -1.958
H: 1.589 4.343 -1.969
H: -1.652 5.072 0.744
H: -1.053 7.465 0.806
C: 0.701 -5.276 1.262
N: 1.792 -4.346 1.552
C: 2.788 -4.423 0.484
N: 2.205 -4.139 -0.823
C: 1.114 -5.075 -1.080
N: 0.092 -5.011 -0.038
C: -0.666 -3.787 -0.073
P: 0.453 -2.314 0.264
C: 1.322 -3.000 1.778
C: 1.797 -2.764 -0.965
H: -0.054 -5.202 2.047
H: 1.101 -6.290 1.252
H: 3.194 -5.434 0.462
H: 3.594 -3.715 0.688
H: 1.521 -6.086 -1.105
H: 0.665 -4.852 -2.049
H: -1.463 -3.814 0.673
H: -1.122 -3.661 -1.057
H: 0.632 -2.989 2.627
H: 2.168 -2.352 2.018
H: 2.653 -2.106 -0.801
H: 1.425 -2.590 -1.979

8.
C30H70ClN4O16P3S10 | ωB97M-V with the def2-TZVPD basis set

LUMO energy = -0.21 eV
HOMO-LUMO gap = 7.4 eV
DFT total energy = -8073.8494 a.u.
E_HOMO = -0.280 hartree
energy relative to the best compared isomer or geometry (same formula, charge and spin) = 48.8 kJ/mol
multiplicity = 1

Element x y z (Å)
C: -1.644 2.831 -6.326
P: -2.576 1.956 -5.016
O: -2.437 0.369 -5.368
C: -1.531 2.293 -3.519
C: -2.005 3.403 -2.718
N: -3.155 4.056 -3.140
C: -1.293 3.805 -1.583
P: -1.691 5.214 -0.559
O: -0.302 5.965 -0.240
O: -2.147 4.617 0.855
S: -2.914 6.514 -1.292
C: -0.155 3.042 -1.189
N: 0.482 3.400 -0.041
C: 1.502 2.684 0.340
C: 2.210 3.137 1.585
C: 1.278 3.403 2.803
O: 0.017 2.770 2.748
C: 1.933 1.566 -0.429
C: 3.129 0.762 0.039
O: 3.262 -0.453 -0.665
N: 2.465 -1.444 -0.040
O: 2.116 -2.240 -0.813
N: 1.364 1.206 -1.541
C: 0.294 1.951 -1.929
C: -0.394 1.604 -3.130
P: 0.421 0.190 -4.024
O: 0.286 0.509 -5.643
Cl: -0.797 -1.440 -3.631
H: -1.043 2.171 -6.941
H: -2.385 3.323 -6.946
H: -1.063 3.621 -5.854
H: -3.056 -0.141 -4.834
H: -3.752 4.288 -2.357
H: -3.707 3.480 -3.769
H: -0.515 6.894 -0.084
H: -1.602 5.008 1.547
H: 3.018 2.478 1.870
H: 2.665 4.087 1.310
H: 1.803 3.031 3.677
H: 1.149 4.473 2.906
H: 0.099 1.866 2.439
H: 4.017 1.382 -0.033
H: 2.976 0.574 1.101
H: 0.821 1.308 -5.754
C: -3.162 -2.515 -0.479
S: -3.845 -3.201 -1.990
O: -4.946 -2.298 -2.425
C: -4.599 -4.632 -1.220
H: -2.672 -1.576 -0.734
H: -3.964 -2.333 0.235
H: -2.431 -3.209 -0.064
H: -5.304 -4.308 -0.454
H: -3.824 -5.256 -0.775
H: -5.125 -5.192 -1.991
C: 6.336 -5.062 2.497
S: 6.514 -3.947 1.105
O: 7.179 -2.713 1.616
C: 4.767 -3.570 0.954
H: 7.330 -5.392 2.797
H: 5.854 -4.543 3.324
H: 5.744 -5.927 2.200
H: 4.397 -3.156 1.892
H: 4.223 -4.480 0.702
H: 4.653 -2.843 0.154
C: 1.611 -1.671 -7.752
S: 3.276 -1.577 -7.089
O: 4.074 -0.735 -8.019
C: 3.702 -3.289 -7.433
H: 1.163 -0.685 -7.676
H: 1.653 -1.982 -8.796
H: 1.025 -2.378 -7.163
H: 3.595 -3.485 -8.500
H: 3.051 -3.946 -6.856
H: 4.736 -3.443 -7.132
C: -6.295 -6.623 2.007
S: -4.660 -6.725 2.733
O: -3.745 -5.969 1.837
C: -4.398 -8.472 2.398
H: -6.635 -5.592 2.068
H: -6.253 -6.931 0.962
H: -6.982 -7.263 2.564
H: -4.481 -8.654 1.326
H: -5.137 -9.058 2.943
H: -3.399 -8.733 2.739
C: -0.014 3.098 8.130
S: -0.204 2.516 6.440
O: 1.116 2.654 5.773
C: -1.220 3.880 5.873
H: 0.635 2.399 8.653
H: 0.440 4.090 8.129
H: -0.989 3.125 8.615
H: -0.685 4.819 6.019
H: -2.160 3.886 6.426
H: -1.414 3.722 4.813
C: 8.326 2.611 0.557
S: 6.836 1.684 0.174
O: 5.737 2.271 0.999
C: 7.342 0.163 0.971
H: 8.199 3.623 0.180
H: 8.472 2.636 1.637
H: 9.177 2.141 0.065
H: 7.553 0.355 2.023
H: 8.224 -0.234 0.471
H: 6.532 -0.556 0.886
C: 2.725 -2.450 6.297
S: 3.975 -2.738 5.041
O: 3.849 -4.158 4.612
C: 5.387 -2.643 6.145
H: 1.751 -2.510 5.817
H: 2.802 -3.213 7.071
H: 2.863 -1.456 6.721
H: 5.288 -3.392 6.931
H: 5.442 -1.642 6.574
H: 6.283 -2.837 5.558
C: -9.615 -3.567 4.044
S: -9.735 -4.196 2.366
O: -8.352 -4.242 1.822
C: -10.519 -2.740 1.668
H: -9.106 -4.316 4.646
H: -9.042 -2.640 4.048
H: -10.617 -3.400 4.441
H: -9.884 -1.869 1.831
H: -11.494 -2.597 2.134
H: -10.645 -2.909 0.601
C: 0.251 7.195 -6.336
S: 0.137 6.691 -4.615
O: -0.736 5.488 -4.579
C: -0.838 8.105 -4.073
H: 0.800 6.425 -6.874
H: -0.750 7.294 -6.755
H: 0.789 8.140 -6.403
H: -1.766 8.158 -4.642
H: -0.246 9.010 -4.216
H: -1.066 7.975 -3.017